(1)
A single C5H12O molecule. Source: the OMol25 dataset; level of theory: ωB97M-V/def2-TZVPD.

Its SMILES is CC(C)CCO. The HOMO-LUMO gap is 11.294 eV. As for the HOMO energy: -10.269 eV.

Geometry (Å):
1 C -0.384 -0.220 -1.811
2 C 0.401 -0.150 -0.494
3 C 1.411 -1.297 -0.412
4 C -0.464 -0.149 0.777
5 C -1.099 1.176 1.212
6 O -0.381 1.628 2.371
7 H -1.094 0.608 -1.919
8 H -0.948 -1.159 -1.889
9 H 0.297 -0.182 -2.673
10 H 0.971 0.794 -0.502
11 H 0.906 -2.272 -0.402
12 H 2.003 -1.226 0.507
13 H 2.102 -1.290 -1.262
14 H -1.172 -0.995 0.774
15 H 0.184 -0.250 1.661
16 H -2.136 1.057 1.545
17 H -1.079 1.957 0.436
18 H 0.479 1.970 2.082

(2)
A single C5H12O molecule. Source: the OMol25 dataset; level of theory: ωB97M-V/def2-TZVPD.

The HOMO-LUMO gap is 7.939 eV. As for the HOMO energy: -6.914 eV.

Geometry (Å):
1 C 1.984 0.047 -0.502
2 C 0.765 -0.333 0.318
3 C -1.200 0.285 -0.384
4 C -1.891 -0.831 0.340
5 C -0.020 1.371 0.587
6 O -0.874 0.019 -1.657
7 H 1.681 0.302 -1.525
8 H 2.684 -0.795 -0.558
9 H 2.521 0.902 -0.076
10 H 0.990 -0.535 1.369
11 H 0.349 -1.255 -0.104
12 H -1.825 -0.717 1.426
13 H -1.538 -1.849 0.071
14 H -2.950 -0.773 0.059
15 H 0.932 1.497 1.153
16 H -0.794 1.618 1.318
17 H 0.019 2.137 -0.190
18 H -0.720 -0.944 -1.803